Entry 1:
Below is a molecular structure, C22H67HfN5O10 at a distorted geometry, with properties calculated with wB97M-V/def2-TZVPD.

XYZ file:
```
105
C22H67HfN5O10 (wB97M-V/def2-TZVPD)
Hf -3.025 4.689 4.533
C 0.882 1.914 6.954
O -0.154 2.775 6.683
H 0.899 1.007 6.351
H 1.762 2.456 6.608
H 0.904 1.589 7.994
C -0.791 1.525 0.996
O -1.653 2.558 1.522
H 0.039 1.886 0.390
H -0.361 1.034 1.869
H -1.367 0.799 0.423
O -4.105 1.273 5.119
H -3.775 0.669 4.453
H -4.765 0.769 5.595
O -4.121 -2.675 2.727
H -4.288 -3.610 2.850
H -4.316 -2.516 1.803
O -3.253 7.133 1.708
H -2.723 7.915 1.557
H -3.539 6.864 0.835
C 2.210 -2.987 3.819
C 1.347 -4.108 4.264
C 0.932 -4.144 5.794
O 0.107 -5.390 5.992
C -0.251 -5.468 7.414
N 0.124 -4.132 3.450
H 2.462 -3.144 2.770
H 3.180 -2.834 4.293
H 1.711 -2.021 3.890
H 1.883 -5.008 3.964
H 0.306 -3.289 6.050
H 1.864 -4.212 6.355
H -0.739 -6.442 7.391
H -0.994 -4.725 7.705
H 0.550 -5.621 8.138
H -0.410 -3.278 3.523
H -0.560 -4.602 4.025
C -6.994 -1.124 -1.387
C -6.131 -2.142 -2.182
C -6.287 -2.095 -3.718
O -7.621 -2.575 -3.997
C -7.941 -2.437 -5.383
N -4.782 -2.098 -1.783
H -8.051 -1.349 -1.531
H -6.945 -0.181 -1.931
H -6.749 -0.986 -0.334
H -6.398 -3.136 -1.822
H -5.671 -2.899 -4.121
H -6.114 -1.088 -4.098
H -8.104 -1.439 -5.789
H -8.766 -3.053 -5.742
H -7.152 -2.938 -5.944
H -4.361 -1.185 -1.685
H -4.211 -2.568 -2.471
C 6.910 0.181 -1.052
C 5.855 0.945 -1.791
C 5.012 0.166 -2.776
O 5.817 -0.337 -3.829
C 5.349 -0.035 -5.100
N 4.951 1.547 -0.789
H 7.578 -0.480 -1.604
H 6.419 -0.508 -0.365
H 7.399 0.850 -0.344
H 6.318 1.761 -2.346
H 4.232 0.826 -3.155
H 4.408 -0.605 -2.298
H 5.830 -0.665 -5.848
H 5.653 0.958 -5.431
H 4.274 -0.046 -5.276
H 5.120 2.435 -0.339
H 4.074 1.751 -1.248
C 2.182 8.024 3.997
C 1.187 7.725 2.847
C 1.886 7.818 1.451
O 0.974 7.325 0.471
C 1.602 6.668 -0.652
N 0.757 6.329 3.020
H 2.475 9.072 3.941
H 3.109 7.461 4.103
H 1.679 7.783 4.934
H 0.281 8.331 2.818
H 2.807 7.237 1.495
H 1.978 8.897 1.322
H 2.475 7.173 -1.066
H 0.852 6.431 -1.407
H 1.825 5.629 -0.409
H 1.089 5.999 2.124
H 1.429 5.963 3.679
C 1.273 -6.071 -6.336
C 1.599 -4.655 -5.888
C 0.314 -3.774 -5.835
O 0.620 -2.423 -5.417
C -0.423 -1.381 -5.229
N 2.252 -4.548 -4.622
H 1.108 -6.199 -7.406
H 0.410 -6.234 -5.690
H 2.016 -6.791 -5.994
H 2.172 -4.165 -6.675
H -0.415 -4.174 -5.130
H -0.278 -3.847 -6.748
H -0.176 -0.640 -4.468
H -1.361 -1.842 -4.919
H -0.507 -0.844 -6.174
H 1.570 -4.828 -3.932
H 2.346 -3.550 -4.504
```

Computed properties:
Gap between HOMO and LUMO ... 0.0484 Eh
Highest occupied orbital energy ... -12.235 eV
Electronic energy ... -53094.2479 eV
LUMO ... -10.917 eV
Total charge ... +2

Here are the Mulliken charges for atoms 1 to 2, given in e: number 1, Hf, carries 1.444; number 2, C, carries -0.337

---

Entry 2:
Below is 15 unconnected molecules or ions with the total composition C22H68N2O16, with properties calculated with wB97M-V/def2-TZVPD.

XYZ file:
```
108
C22H68N2O16 (wB97M-V/def2-TZVPD)
C 1.114 4.751 -1.667
O 2.030 5.709 -2.187
C 3.372 5.452 -1.809
C 3.689 3.966 -1.694
C 5.174 3.666 -1.408
C 5.520 3.538 0.090
C 5.401 4.810 0.813
N 5.288 5.807 1.371
C 4.711 2.415 0.821
O 4.226 1.411 -0.047
C 3.541 3.000 1.516
N 2.612 3.531 1.932
H 1.319 4.472 -0.632
H 1.113 3.875 -2.318
H 0.108 5.169 -1.699
H 4.008 5.882 -2.591
H 3.626 5.972 -0.879
H 3.107 3.505 -0.897
H 3.392 3.459 -2.612
H 5.413 2.713 -1.882
H 5.842 4.398 -1.864
H 6.579 3.274 0.163
H 5.354 1.955 1.577
H 4.975 0.873 -0.329
C -0.114 1.880 2.289
O -0.890 3.080 2.328
H -0.746 1.074 1.921
H 0.737 1.997 1.623
H 0.241 1.627 3.291
H -0.306 3.775 2.651
C -1.902 -2.198 2.383
O -2.013 -1.172 1.405
H -1.117 -2.882 2.064
H -1.637 -1.780 3.359
H -2.838 -2.754 2.478
H -2.722 -0.583 1.690
C 2.636 3.678 -5.832
O 1.881 3.508 -4.635
H 2.947 2.687 -6.158
H 2.036 4.138 -6.618
H 3.522 4.292 -5.659
H 1.605 4.383 -4.339
C -5.693 -4.140 1.415
O -5.380 -3.974 2.803
H -5.247 -3.304 0.879
H -5.281 -5.072 1.028
H -6.772 -4.133 1.270
H -5.780 -4.710 3.275
C -5.148 -6.832 -2.329
O -5.389 -5.882 -1.294
H -5.420 -7.809 -1.937
H -5.758 -6.624 -3.211
H -4.092 -6.847 -2.610
H -5.151 -5.009 -1.620
C -5.339 1.340 1.135
O -5.275 0.047 1.729
H -4.389 1.515 0.637
H -6.139 1.397 0.392
H -5.489 2.118 1.888
H -6.110 -0.120 2.174
C -2.744 3.280 -0.849
O -1.390 2.940 -0.603
H -2.791 3.734 -1.837
H -3.385 2.395 -0.840
H -3.119 4.000 -0.115
H -1.331 2.535 0.269
C 2.621 -0.756 2.903
O 2.349 -2.138 2.693
H 3.697 -0.654 3.041
H 2.314 -0.161 2.038
H 2.115 -0.384 3.796
H 1.400 -2.237 2.568
C -4.849 -8.720 0.893
O -4.507 -9.786 0.012
H -4.857 -7.804 0.308
H -5.841 -8.870 1.327
H -4.111 -8.617 1.694
H -4.496 -10.602 0.518
C 5.588 -3.993 2.245
O 5.412 -2.963 1.277
H 6.407 -4.623 1.907
H 5.840 -3.574 3.222
H 4.683 -4.598 2.334
H 4.676 -2.421 1.581
C 4.583 4.751 -8.889
O 3.951 5.618 -7.955
H 4.536 3.745 -8.477
H 4.068 4.758 -9.853
H 5.632 5.019 -9.038
H 3.985 6.511 -8.308
C -3.003 -6.327 5.003
O -3.032 -4.908 4.970
H -2.483 -6.622 5.912
H -4.012 -6.749 5.026
H -2.465 -6.738 4.144
H -3.493 -4.645 4.164
C -9.956 -4.271 2.085
O -8.801 -5.095 2.201
H -9.888 -3.757 1.129
H -10.873 -4.865 2.099
H -9.996 -3.525 2.883
H -8.854 -5.557 3.043
C 8.609 6.384 -0.547
O 8.189 5.208 -1.237
H 7.717 6.967 -0.335
H 9.099 6.136 0.398
H 9.287 6.981 -1.161
H 8.969 4.680 -1.431
```

Computed properties:
Gap between HOMO and LUMO ... 0.3426 Eh
Highest occupied orbital energy ... -9.102 eV
Electronic energy ... -59648.8346 eV
LUMO ... 0.220 eV
Energy above the lowest of the compared OMol25 structures with the same formula, charge and spin ... 0.0 kcal per mole

Here are the Mulliken charges for atoms 1 to 2, given in e: number 1, C, carries -0.710; number 2, O, carries -0.452